1.
Molecular formula: C5H8N2O
Method: DFT, ωB97M-V/def2-TZVPD

Positions of all 16 atoms, in Å:
O 1.496 -1.455 -0.071
N -1.591 0.125 -0.335
N -0.622 -1.031 -0.327
C 2.582 0.584 -0.009
C -2.992 -0.277 0.123
C 0.491 -0.511 -0.198
C 1.029 0.865 -0.209
C 2.680 -0.730 0.016
H 3.267 1.351 0.093
H 0.672 1.236 -1.122
H -1.286 0.669 0.607
H -3.416 -0.868 -0.624
H 0.555 1.677 0.554
H -3.548 0.680 0.225
H -2.855 -0.981 1.073
H 3.539 -1.336 0.205

Calculated values
ΔE to the lowest compared entry with this formula, charge and spin in kcal/mol: 85.9
Highest occupied orbital energy in hartree: -0.3169
Net charge: 0
Strongest force on any atom in hartree/bohr: 0.0830
HOMO-LUMO gap in eV: 9.5
SMILES string: CN/N=C1\CC=CO1
E_LUMO in hartree: 0.0314
Calculated total energy in hartree: -379.95122

2.
Molecular formula: C5H8N2O
Method: DFT, ωB97M-V/def2-TZVPD

Positions of all 16 atoms, in Å:
O 0.110 1.305 -2.072
N 1.147 -0.693 -1.072
N 0.859 1.903 -0.982
C -0.755 0.147 0.165
C 0.340 -1.097 0.020
C -1.687 -0.108 1.306
C 0.230 1.409 0.063
C -1.971 -0.360 2.516
H 0.714 0.436 -2.233
H 1.748 0.565 -0.857
H -1.265 0.210 -0.661
H -0.386 -1.942 -0.328
H 0.711 -1.417 1.019
H 0.729 1.985 1.016
H 2.238 -1.523 -1.158
H -2.762 -0.820 3.257

Calculated values
ΔE to the lowest compared entry with this formula, charge and spin in kcal/mol: 235.4
Highest occupied orbital energy in hartree: -0.3408
Net charge: 0
Strongest force on any atom in hartree/bohr: 0.1585
HOMO-LUMO gap in eV: 9.7
E_LUMO in hartree: 0.0145
Calculated total energy in hartree: -379.71301

3.
Molecular formula: C5H8N2O
Method: DFT, ωB97M-V/def2-TZVPD

Positions of all 16 atoms, in Å:
O -0.939 -1.733 -1.145
N 0.574 -0.775 0.448
N 0.019 1.533 -0.290
C 0.055 -1.705 1.344
C -0.369 0.576 -1.284
C -0.101 -0.223 1.618
C -0.307 -0.801 -0.697
C 0.853 1.235 -1.418
H 0.469 0.364 2.545
H 0.382 1.975 -2.262
H -0.410 2.351 -0.405
H -0.868 -2.277 1.158
H 1.949 0.652 -1.260
H 0.990 -2.029 1.893
H -0.916 0.261 1.694
H -1.378 0.596 -1.938

Calculated values
ΔE to the lowest compared entry with this formula, charge and spin in kcal/mol: 147.0
Highest occupied orbital energy in hartree: -0.3511
Net charge: 0
Strongest force on any atom in hartree/bohr: 0.1609
HOMO-LUMO gap in eV: 10.5
SMILES string: O=C([C@@H]1CN1)N1CC1
E_LUMO in hartree: 0.0341
Calculated total energy in hartree: -379.85395

4.
Molecular formula: C5H8N2O
Method: DFT, ωB97M-V/def2-TZVPD

Positions of all 16 atoms, in Å:
O -2.158 0.740 -1.994
N 0.803 0.703 1.175
N -0.084 -0.436 0.966
C -1.165 0.661 -1.344
C 0.398 -1.212 -0.139
C 1.650 -0.700 -0.818
C -0.874 -0.554 -0.357
C 0.935 0.853 2.501
H 1.568 1.614 3.109
H -1.634 -1.167 -0.103
H -0.206 1.355 -1.418
H 1.718 0.365 -1.055
H 0.786 -2.257 0.163
H 0.147 0.295 3.075
H 2.502 -0.981 -0.228
H 1.686 -1.297 -1.628

Calculated values
ΔE to the lowest compared entry with this formula, charge and spin in kcal/mol: 119.9
Highest occupied orbital energy in hartree: -0.3414
Net charge: 0
Strongest force on any atom in hartree/bohr: 0.0812
HOMO-LUMO gap in eV: 10.1
SMILES string: C=NN1[C@H](C)[C@@H]1C=O
E_LUMO in hartree: 0.0287
Calculated total energy in hartree: -379.89706

5.
Molecular formula: C5H8N2O
Method: DFT, ωB97M-V/def2-TZVPD

Positions of all 16 atoms, in Å:
O 2.932 -0.844 -0.111
N -1.456 -0.682 0.798
N -2.025 -0.252 -0.404
C 1.914 -0.188 -0.185
C 1.840 1.264 0.309
C 0.630 -0.843 -0.638
C -3.167 0.291 -0.229
C -0.266 -1.108 0.673
H 1.528 1.291 1.345
H 1.171 1.958 -0.176
H -3.645 0.273 0.733
H 2.758 1.712 0.169
H 0.337 -1.593 1.533
H 0.058 -0.264 -1.444
H -3.532 0.703 -1.133
H 0.921 -1.718 -1.240

Calculated values
ΔE to the lowest compared entry with this formula, charge and spin in kcal/mol: 67.8
Highest occupied orbital energy in hartree: -0.3498
Net charge: 0
Strongest force on any atom in hartree/bohr: 0.0484
HOMO-LUMO gap in eV: 9.8
SMILES string: C=N/N=C\CC(C)=O
E_LUMO in hartree: 0.0118
Calculated total energy in hartree: -379.98016

6.
Molecular formula: C5H8N2O
Method: DFT, ωB97M-V/def2-TZVPD

Positions of all 16 atoms, in Å:
O 1.403 -0.973 -1.216
N -0.619 -0.279 -0.274
N -0.665 1.024 -0.866
C 0.377 1.529 -0.481
C -1.913 -0.509 0.023
C 0.327 -0.326 0.744
C 1.289 0.908 0.482
C 1.675 -0.554 0.025
H 0.450 2.563 -0.803
H -2.261 -1.432 0.541
H 1.843 1.381 1.244
H 2.538 -0.970 0.604
H -2.496 -0.669 -1.014
H 0.454 -1.033 -1.258
H -2.302 0.385 0.778
H -0.099 -1.047 1.470

Calculated values
ΔE to the lowest compared entry with this formula, charge and spin in kcal/mol: 113.6
Highest occupied orbital energy in hartree: -0.3242
Net charge: 0
Strongest force on any atom in hartree/bohr: 0.1352
HOMO-LUMO gap in eV: 9.8
SMILES string: CN1N=C[C@@H]2[C@H](O)[C@@H]21
E_LUMO in hartree: 0.0348
Calculated total energy in hartree: -379.90709

7.
Molecular formula: C5H8N2O
Method: DFT, ωB97M-V/def2-TZVPD

Positions of all 16 atoms, in Å:
O -2.612 -0.086 -0.678
N 1.914 0.925 -0.295
N 1.613 -1.315 -0.162
C -0.413 0.018 0.586
C -1.984 -0.014 0.572
C 0.419 0.766 -0.469
C 0.398 -0.688 -0.529
C 2.429 -0.299 0.161
H 2.342 1.763 0.087
H -0.284 1.334 -1.189
H 3.398 -0.459 0.323
H -2.394 1.045 0.925
H -0.349 -1.218 -1.126
H -0.085 0.055 1.558
H -2.239 -0.901 -1.152
H -2.153 -0.926 1.388

Calculated values
ΔE to the lowest compared entry with this formula, charge and spin in kcal/mol: 86.3
Highest occupied orbital energy in hartree: -0.3024
Net charge: 0
Strongest force on any atom in hartree/bohr: 0.1546
HOMO-LUMO gap in eV: 9.2
SMILES string: OC[C@H]1[C@@H]2N=CN[C@H]12
E_LUMO in hartree: 0.0339
Calculated total energy in hartree: -379.95058

8.
Molecular formula: C5H8N2O
Method: DFT, ωB97M-V/def2-TZVPD

Positions of all 16 atoms, in Å:
O 1.820 -1.146 0.279
N 0.965 0.816 -0.357
N -0.466 -1.100 -0.105
C 2.845 -0.226 0.270
C -2.154 0.634 0.572
C -1.667 -0.384 -0.436
C 2.312 0.941 -0.188
C 0.728 -0.456 -0.093
H -0.475 -2.121 -0.298
H -1.408 1.497 0.558
H -2.136 0.212 1.589
H -2.460 -1.110 -0.694
H 2.833 1.905 -0.358
H -3.200 0.915 0.279
H 3.911 -0.483 0.398
H -1.448 0.106 -1.416

Calculated values
ΔE to the lowest compared entry with this formula, charge and spin in kcal/mol: 22.6
Highest occupied orbital energy in hartree: -0.2949
Net charge: 0
Strongest force on any atom in hartree/bohr: 0.0406
HOMO-LUMO gap in eV: 8.9
SMILES string: CCNc1ncco1
E_LUMO in hartree: 0.0335
Calculated total energy in hartree: -380.05222

9.
Molecular formula: C5H8N2O
Method: DFT, ωB97M-V/def2-TZVPD

Positions of all 16 atoms, in Å:
O -0.657 -1.312 1.163
N 2.592 -0.308 -0.099
N 0.387 1.970 0.127
C 0.553 -1.694 0.333
C -0.872 -0.321 0.303
C 1.264 -0.386 0.117
C -2.225 -0.182 -0.301
C 0.286 0.561 0.111
H 0.261 2.406 -0.779
H -2.212 0.475 -1.170
H -0.209 2.422 0.810
H 0.183 -2.183 -0.569
H -2.618 -1.162 -0.571
H 3.035 0.596 -0.041
H 3.143 -1.122 0.125
H -2.909 0.243 0.442

Calculated values
ΔE to the lowest compared entry with this formula, charge and spin in kcal/mol: 110.1
Highest occupied orbital energy (alpha / beta) in hartree: -0.2394 / -0.2394
Net charge: 0
Strongest force on any atom in hartree/bohr: 0.0205
HOMO-LUMO gap (alpha / beta) in eV: 6.9 / 6.9
E_LUMO (alpha / beta) in hartree: 0.0159 / 0.0159
Calculated total energy in hartree: -379.91273

10.
Molecular formula: C5H8N2O
Method: DFT, ωB97M-V/def2-TZVPD

Positions of all 16 atoms, in Å:
O -0.315 -0.882 -0.786
N -0.649 1.234 0.204
N 1.617 1.325 -0.713
C -2.548 -0.310 -0.262
C 0.492 -1.600 0.128
C 0.651 1.733 0.092
C -1.232 0.050 -0.267
C 1.795 -1.639 0.073
H 2.242 -2.319 0.772
H 2.351 1.995 -0.534
H -2.830 -1.244 -0.658
H 2.525 -1.004 -0.511
H -1.273 1.881 0.731
H -0.183 -2.081 0.843
H 0.742 2.625 0.643
H -3.388 0.236 0.243

Calculated values
ΔE to the lowest compared entry with this formula, charge and spin in kcal/mol: 69.2
Highest occupied orbital energy in hartree: -0.3122
Net charge: 0
Strongest force on any atom in hartree/bohr: 0.0712
HOMO-LUMO gap in eV: 9.2
SMILES string: [H]/N=C/NC(=C)OC=C
E_LUMO in hartree: 0.0257
Calculated total energy in hartree: -379.97789

Q: Which formula does entry 1 have?
A: C5H8N2O

Q: Among the records above, which one has the highest calculated total energy?
A: number 2

Q: Among the records above, which one has the lowest ΔE to the lowest compared entry with this formula, charge and spin?
A: number 8